Formula: C3H4N2OS2
Source: the OMol25 dataset
Level of theory: wB97M-V/def2-TZVPD

Element x y z (Å)
O1 -2.53442 0.10526 -0.16503
C1 -1.22883 -0.24530 -0.19851
N1 -0.82480 -1.52389 -0.19427
C2 0.46281 -1.48174 -0.13447
N2 0.93161 -0.21003 -0.07589
S1 2.60626 0.11277 -0.29341
C3 -0.18163 0.63560 -0.16556
S2 -0.07846 2.34615 -0.26584
H1 -3.06791 -0.60965 -0.41335
H2 1.16812 -2.29730 -0.08595
H3 2.86219 0.58028 0.95049
H4 -0.11493 2.58784 1.04178

The energy above the lowest of the compared OMol25 structures with the same formula, charge and spin is 0.8870 eV. Its SMILES is Oc1ncn(S)c1S. The total energy is -29873.257 eV.


Formula: C3H4N2OS2
Source: the OMol25 dataset
Level of theory: wB97M-V/def2-TZVPD

Element x y z (Å)
O1 -3.00844 -0.45869 0.48215
C1 -2.51246 0.36059 -0.24330
N1 -1.13585 0.65670 -0.30440
C2 -0.36601 -0.32868 -0.10933
N2 1.02154 -0.25508 -0.05799
S1 1.87247 -1.75669 -0.05050
C3 1.78550 0.91719 -0.05596
S2 1.31467 2.44598 0.14851
H1 -3.12348 0.97582 -0.91254
H2 -0.73304 -1.33193 0.03880
H3 2.04586 -1.88403 1.25409
H4 2.83924 0.65882 -0.18953

The energy above the lowest of the compared OMol25 structures with the same formula, charge and spin is 1.7197 eV. Its SMILES is O=C/N=C/N(S)C=S. The total energy is -29872.424 eV.


Formula: C3H4N2OS2
Source: the OMol25 dataset
Level of theory: wB97M-V/def2-TZVPD

Element x y z (Å)
C1 2.27410 -1.38178 0.06268
N1 2.41326 -0.06695 -0.31248
S1 1.37307 1.14629 -0.16422
C2 -0.41742 0.77289 -0.02647
C3 -1.25889 2.03678 0.04762
O1 -0.89989 3.14013 -0.05069
N2 -0.88258 -0.44152 0.18827
S2 -2.61028 -0.83637 -0.23139
H1 3.20505 -2.05481 -0.00108
H2 1.30953 -1.85245 0.46713
H3 -2.27532 1.70391 -0.02100
H4 -2.23061 -2.16611 0.04164

The energy above the lowest of the compared OMol25 structures with the same formula, charge and spin is 4.0460 eV. Its SMILES is C=NS/C(C=O)=N/S. The total energy is -29870.098 eV.


Formula: C3H4N2OS2
Source: the OMol25 dataset
Level of theory: wB97M-V/def2-TZVPD

Element x y z (Å)
C1 1.65839 -1.10934 -0.10631
N1 0.87680 0.11760 -0.40662
N2 0.21826 0.61640 0.70150
C2 -0.98070 0.80624 0.37325
S1 -2.07688 1.80732 1.25755
C3 -1.42450 0.06648 -0.74923
S2 -2.79517 -0.57851 -1.29606
O1 -0.20623 -0.28717 -1.31184
H1 1.70959 -1.76050 -1.00152
H2 1.19509 -1.76485 0.65294
H3 2.62724 -0.60942 0.34937
H4 -0.80190 2.69577 1.53696

The energy above the lowest of the compared OMol25 structures with the same formula, charge and spin is 4.0827 eV. Its SMILES is Cn1nc(S)c(=S)o1. The total energy is -29870.061 eV.


Formula: C3H4N2S2
Source: the OMol25 dataset
Level of theory: wB97M-V/def2-TZVPD

Element x y z (Å)
C1 -0.92268 -0.35002 0.90912
C2 -2.12415 0.30414 0.88344
C3 -0.02025 0.42756 0.17761
N1 -0.39113 1.50953 -0.36588
N2 2.29353 -0.17292 -0.45856
S1 -1.99934 1.76479 -0.02557
S2 2.27115 -1.24851 -1.65320
H1 -0.72477 -1.28162 1.40377
H2 -3.05672 0.02167 1.32860
H3 2.38076 -0.64404 0.43821
H4 2.29362 -0.33060 -2.63753

The energy above the lowest of the compared OMol25 structures with the same formula, charge and spin is 4.5994 eV. The total energy is -27822.190 eV.


Formula: C3H4N2S3
Source: the OMol25 dataset
Level of theory: wB97M-V/def2-TZVPD

Element x y z (Å)
S1 -3.38303 -1.32213 -0.03995
C1 -2.35608 -0.11248 0.01598
N1 -0.94741 -0.26435 0.10992
C2 0.04065 0.76199 0.09055
S2 -0.34268 2.34929 -0.07277
N2 1.40542 0.36132 0.13713
C3 1.98280 -0.88020 0.07516
S3 3.64855 -0.91534 -0.06395
H1 -2.70094 0.89661 0.15642
H2 -0.69787 -1.23138 -0.18119
H3 2.04486 1.10029 0.16955
H4 1.37838 -1.84933 -0.13737

The energy above the lowest of the compared OMol25 structures with the same formula, charge and spin is 0.4569 eV. Its SMILES is S=CNC(=S)NC=S. The total energy is -38660.767 eV.


Formula: C3H4N3
Source: the OMol25 dataset
Level of theory: wB97M-V/def2-TZVPD

Element x y z (Å)
C1 0.34800 1.85281 2.32696
C2 1.76838 0.07457 2.56719
C3 -0.05780 0.21658 -0.55557
N1 -0.32651 1.23519 1.44079
N2 -0.83345 1.02549 0.34755
N3 0.85915 0.79404 2.91454
H1 2.33251 -0.61239 3.11760
H2 0.93038 0.60669 -0.77655
H3 -0.58660 -0.13408 -1.48191
H4 0.06029 -0.68818 0.09633

The energy above the lowest of the compared OMol25 structures with the same formula, charge and spin is 5.7741 eV. The total energy is -7630.532 eV. Its charge is +1.


Formula: C3H4N3O
Source: the OMol25 dataset
Level of theory: wB97M-V/def2-TZVPD

Element x y z (Å)
O1 2.97039 -0.32357 -0.08565
N1 1.96708 0.53147 -0.21745
C1 0.39840 -0.14935 0.01164
C2 -0.29024 -1.33120 0.02119
N2 -1.64117 -1.10103 -0.02722
C3 -1.77622 0.19713 -0.08611
N3 -0.57081 0.82255 -0.06491
H1 1.94127 1.15706 0.62480
H2 0.08575 -2.33323 0.08020
H3 -2.70853 0.72431 -0.11957
H4 -0.37591 1.80585 -0.13691

The energy above the lowest of the compared OMol25 structures with the same formula, charge and spin is 0.0000 eV. Its SMILES is [O-]Nc1cnc[nH]1. The total energy is -9690.991 eV. Its charge is -1.


Formula: C3H4N3O
Source: the OMol25 dataset
Level of theory: wB97M-V/def2-TZVPD

Element x y z (Å)
C1 -1.18643 -1.27015 0.06191
C2 -0.23272 -0.21745 -0.27400
N1 0.68108 -0.45719 -1.19620
N2 1.53349 0.61099 -1.17013
N3 1.39165 1.33393 -0.15227
C3 0.20090 1.00676 0.57461
O1 -0.10121 1.52887 1.59437
H1 -0.96546 -2.12946 -0.60411
H2 -2.31584 -0.92067 0.06130
H3 -0.99337 -1.72374 1.09956
H4 1.98790 2.23811 0.00497

The energy above the lowest of the compared OMol25 structures with the same formula, charge and spin is 1.5132 eV. Its SMILES is CC1=NN=[NH+]C1=O. The total energy is -9682.487 eV. Its charge is +1.


Formula: C3H4N3S
Source: the OMol25 dataset
Level of theory: wB97M-V/def2-TZVPD

Element x y z (Å)
C1 -0.59923 -0.61850 -0.31768
C2 0.82520 -0.10925 -0.03592
C3 -0.77668 0.81650 1.52887
N1 1.36560 -0.70872 0.96702
N2 -1.35593 0.02515 0.58797
N3 1.04244 1.21218 -0.29670
S1 0.33290 2.01091 1.10451
H1 -1.13272 -1.33629 -0.98986
H2 2.28840 -0.22084 1.33263
H3 -2.39670 -0.14046 0.48403
H4 1.18575 1.65856 -1.26200

The energy above the lowest of the compared OMol25 structures with the same formula, charge and spin is 3.5658 eV. The total energy is -18468.490 eV. Its charge is +1.


Formula: C3H4N4
Source: the OMol25 dataset
Level of theory: wB97M-V/def2-TZVPD

Element x y z (Å)
H1 2.02103 2.18758 -0.34323
N1 1.03142 1.78951 0.05205
C1 0.94858 0.54034 0.16198
C2 2.09180 -0.37807 -0.12421
N2 3.09405 -0.97701 0.02245
N3 -0.14614 -0.11989 0.32162
N4 -1.39632 0.40978 -0.00523
C3 -2.27148 -0.51258 -0.03384
H2 -0.08058 -1.04271 0.34579
H3 -3.32516 -0.33224 -0.32860
H4 -1.96719 -1.56470 -0.06878

The energy above the lowest of the compared OMol25 structures with the same formula, charge and spin is 3.9685 eV. Its SMILES is [H]/N=C(\C#N)NN=C. The total energy is -9132.889 eV.


Formula: C3H4N4
Source: the OMol25 dataset
Level of theory: wB97M-V/def2-TZVPD

Element x y z (Å)
H1 3.04415 -1.02500 0.03008
N1 2.34783 -0.13865 0.01007
C1 1.13132 -0.28103 0.02854
N2 0.29516 -1.56171 0.04115
N3 -0.96088 -1.52050 -0.10178
C2 -1.75198 -0.28574 0.13707
C3 -1.01732 0.85227 0.01459
N4 0.33091 0.84487 -0.08826
H2 -2.81684 -0.30890 -0.12801
H3 -1.55441 1.82739 -0.04183
H4 0.95207 1.59700 0.09838

The energy above the lowest of the compared OMol25 structures with the same formula, charge and spin is 3.4930 eV. Its SMILES is [H]/N=c1\nncc[nH]1. The total energy is -9133.365 eV.


Formula: C3H4N4
Source: the OMol25 dataset
Level of theory: wB97M-V/def2-TZVPD

Element x y z (Å)
N1 2.19536 -0.05866 -0.27485
C1 1.01895 -0.44074 0.20237
C2 0.18811 0.69220 0.53184
N2 -1.02636 0.44965 0.92825
C3 -2.08689 0.15182 1.39845
N3 -2.06446 -1.35308 -1.34580
N4 -1.05148 -1.30456 -1.77775
H1 2.50187 0.90731 -0.40002
H2 2.86634 -0.75849 -0.55656
H3 0.45817 1.75128 0.45479
H4 -2.99962 -0.03673 0.83930

The energy above the lowest of the compared OMol25 structures with the same formula, charge and spin is 3.9901 eV. The total energy is -9132.868 eV.


Formula: C3H4N4O
Source: the OMol25 dataset
Level of theory: wB97M-V/def2-TZVPD

Element x y z (Å)
H1 2.78596 0.47026 -0.18043
N1 2.37827 -0.44139 -0.15638
C1 1.20642 -0.07503 -0.05491
N2 0.26554 -1.15485 -0.16511
C2 -1.04998 -1.35710 0.13245
N3 -1.95003 -0.41867 0.01877
N4 -1.56966 0.84970 -0.24962
C3 -0.50615 1.47567 0.03263
O1 0.83488 1.16079 0.35886
H2 0.65246 -2.06263 0.41561
H3 -1.35737 -2.39585 0.43291
H4 -0.53064 2.59719 -0.33362

The energy above the lowest of the compared OMol25 structures with the same formula, charge and spin is 3.9781 eV. Its SMILES is [H]/N=C1/NC=NN=CO1. The total energy is -11179.991 eV.


Formula: C3H4N4O
Source: the OMol25 dataset
Level of theory: wB97M-V/def2-TZVPD

Element x y z (Å)
C1 0.75729 -0.21426 -0.11941
C2 0.39241 0.97360 -0.11935
C3 -1.53454 -0.36699 -0.08924
H1 3.80815 -0.92932 0.18709
H2 0.90978 1.94109 -0.34806
H3 -1.67063 1.98361 1.14532
H4 -3.50311 -0.82518 -0.53384
N1 2.89214 -0.29548 -0.05685
N2 1.89229 -1.00581 -0.17575
N3 -1.08379 0.97083 -0.08949
N4 -2.57696 -1.16685 -0.17774
O1 -0.28304 -1.06526 0.37733

The energy above the lowest of the compared OMol25 structures with the same formula, charge and spin is 7.9272 eV. The total energy is -11176.042 eV.


Formula: C3H4N4O
Source: the OMol25 dataset
Level of theory: wB97M-V/def2-TZVPD

Element x y z (Å)
N1 -3.56781 1.42696 0.00380
C1 -2.74998 0.61753 0.02523
N2 -1.67255 -0.11040 0.07758
C2 -1.47800 -1.35071 -0.08652
O1 -0.27003 -1.84229 -0.03809
H1 -2.25137 -2.10012 -0.26837
H2 0.38544 -1.10746 0.10971
N3 3.52567 0.91172 0.06788
C3 2.32661 0.88684 0.06957
N4 1.17822 0.55726 0.26641
H3 4.17215 0.94829 -0.69195
H4 0.40164 1.16237 0.46477

The energy above the lowest of the compared OMol25 structures with the same formula, charge and spin is 1.6985 eV. Its SMILES is N#C/N=C/O.N=C=N. The total energy is -11182.271 eV.


Formula: C3H4N4O
Source: the OMol25 dataset
Level of theory: wB97M-V/def2-TZVPD

Element x y z (Å)
C1 0.45190 0.71332 -0.04648
C2 1.82581 -0.72908 0.17723
C3 -1.60554 -0.78896 -0.09789
H1 0.65158 2.43650 -0.16354
H2 2.77664 -1.16578 0.48379
H3 -1.62384 -1.81483 -0.60762
H4 -2.29683 0.85744 0.43820
N1 1.74315 0.56411 0.29917
N2 0.84182 -1.42093 -0.28489
N3 -0.18066 -0.46223 -0.25051
N4 -2.51987 -0.05774 0.36698
O1 -0.06413 1.86818 -0.31445

The energy above the lowest of the compared OMol25 structures with the same formula, charge and spin is 2.1078 eV. The total energy is -11181.861 eV.


Formula: C3H4N4O
Source: the OMol25 dataset
Level of theory: wB97M-V/def2-TZVPD

Element x y z (Å)
H1 3.19499 -0.49466 0.15020
N1 2.40825 -1.21282 0.17059
C1 1.46041 -0.36630 -0.15182
N2 1.67895 1.06795 -0.05789
N3 0.56423 1.79663 -0.08264
C2 -0.63660 1.28126 -0.09301
C3 -0.85957 -0.09111 -0.07866
N4 -1.95467 -0.82627 0.07072
O1 0.22146 -0.93096 -0.39212
H2 -1.49496 1.85155 0.19935
H3 -2.80679 -0.20589 0.47060
H4 -1.77570 -1.86938 -0.20532

The energy above the lowest of the compared OMol25 structures with the same formula, charge and spin is 3.5272 eV. Its SMILES is [H]/N=c1\nncc(N)o1. The total energy is -11180.442 eV.


Formula: C3H4N4O
Source: the OMol25 dataset
Level of theory: wB97M-V/def2-TZVPD

Element x y z (Å)
C1 0.52624 1.10694 -0.13720
C2 -0.82492 1.12738 -0.46336
C3 -1.59272 0.00878 -0.00328
H1 3.02716 0.17304 1.24933
H2 3.00537 0.89084 -0.40273
H3 1.02854 2.00549 0.28689
H4 -1.32302 2.04719 -0.64070
N1 2.62578 -0.10089 0.30640
N2 1.22667 -0.01474 0.21026
N3 -0.53921 -1.12346 -0.28044
N4 0.67617 -1.24760 -0.41148
O1 -2.78944 -0.14605 0.54464

The energy above the lowest of the compared OMol25 structures with the same formula, charge and spin is 6.4893 eV. The total energy is -11177.480 eV.


Formula: C3H4N4O
Source: the OMol25 dataset
Level of theory: wB97M-V/def2-TZVPD

Element x y z (Å)
C1 -1.61173 -0.41568 -0.22246
C2 0.72205 1.16243 0.42679
C3 1.30754 -0.88496 -0.34708
H1 -0.59690 -0.61106 1.54115
H2 -2.24712 -0.85917 -0.84862
H3 1.18328 1.91468 1.20649
H4 2.00230 -1.43304 -1.35772
N1 -0.78361 -1.09022 0.73515
N2 -1.36513 0.81714 -0.68553
N3 -0.53175 1.47443 0.17840
N4 0.34454 -1.55665 0.07080
O1 1.68786 0.53811 -0.22206

The energy above the lowest of the compared OMol25 structures with the same formula, charge and spin is 6.5480 eV. The total energy is -11177.421 eV.